## 1
Formula: C10H16N2O
Source: OMol25
Level of theory: ωB97M-V/def2-TZVPD

Last column: Löwdin charge in e.
CARTESIAN COORDINATES (ANGSTROEM)
C1 2.4958 1.8620 0.7280  -0.08
N1 2.0187 0.5229 0.4324  -0.14
C2 2.9277 -0.5699 0.7510  -0.06
C3 2.9157 -1.4557 -0.2486  -0.06
O1 1.9322 -1.0818 -1.2341  -0.06
C4 1.6968 0.2904 -0.9422  -0.42
N2 0.3917 0.7966 -1.3030  0.17
C5 -0.6306 0.1919 -0.9275  -0.27
C6 -2.0690 0.5888 -1.2764  -0.12
C7 -2.8987 0.8305 0.0132  -0.19
C8 -2.5947 -0.2075 1.0930  -0.19
C9 -1.8861 -1.4733 0.5478  -0.18
C10 -0.5831 -1.1631 -0.2053  -0.12
H1 3.5574 1.9713 0.3628  0.09
H2 1.8935 2.6796 0.2491  0.10
H3 2.5592 1.9519 1.8168  0.08
H4 3.5335 -0.5808 1.6356  0.11
H5 3.3761 -2.4317 -0.3157  0.11
H6 2.3907 0.8741 -1.5597  0.14
H7 -2.0981 1.4797 -1.8500  0.09
H8 -2.4937 -0.2579 -1.8446  0.13
H9 -3.9545 0.8153 -0.2530  0.10
H10 -2.6553 1.8476 0.3423  0.11
H11 -1.9501 0.2551 1.8308  0.11
H12 -3.5146 -0.5349 1.5791  0.10
H13 -1.7155 -2.1842 1.3258  0.09
H14 -2.5350 -2.0116 -0.2237  0.13
H15 0.2908 -1.1153 0.4283  0.09
H16 -0.4006 -1.8898 -0.9524  0.11

Properties
**Highest occupied orbital energy**: -7.9 eV
**Molecular weight**: 180.3 g mol⁻¹
**Total charge**: 0
**Kohn-Sham gap**: 8.85 eV

## 2
Formula: C10H16N2O
Source: OMol25
Level of theory: ωB97M-V/def2-TZVPD

Last column: Löwdin charge in e.
CARTESIAN COORDINATES (ANGSTROEM)
C1 1.5491 -0.6073 1.8660  0.07
C2 1.2712 -0.7298 0.5768  -0.28
C3 2.2986 -0.4739 -0.5628  -0.18
N1 3.4898 0.2436 -0.0953  -0.12
N2 3.5916 1.6733 -0.5839  0.00
C4 -0.0620 -1.1291 0.2034  -0.21
C5 -0.4747 -2.4246 0.2591  -0.04
C6 -1.7395 -2.8134 -0.1133  -0.06
C7 -2.6393 -1.8023 -0.5206  -0.08
C8 -2.1964 -0.5172 -0.5758  -0.06
C9 -0.9265 -0.0640 -0.1575  -0.20
C10 -0.5897 1.3734 -0.1135  -0.05
H1 0.8385 -0.7435 2.6333  0.06
H2 2.6122 -0.4155 2.1460  0.08
H3 2.5351 -1.4354 -1.0769  0.13
H4 1.9540 0.0269 -1.4817  0.11
H5 4.2308 -0.2637 -0.6125  0.10
H6 2.8017 1.8359 -1.2163  0.04
H7 3.3761 2.2856 0.1779  0.04
H8 0.2922 -3.0535 0.5264  0.09
H9 -2.0252 -3.8303 -0.2274  0.09
H10 -3.6392 -2.0646 -0.7712  0.09
H11 -2.9332 0.0870 -1.0056  0.09
H12 -0.0287 1.5609 0.8356  0.09
H13 -1.6203 2.0000 -0.1785  0.11
H14 0.0515 1.7618 -0.9139  0.07
O1 -3.8549 2.8591 0.5277  -0.03
H15 -4.6463 2.9194 0.0354  0.01
H16 -3.5163 3.7414 0.4192  0.03

Properties
**Highest occupied orbital energy**: -8.6 eV
**Molecular weight**: 180.3 g mol⁻¹
**Total charge**: 0
**Kohn-Sham gap**: 9.30 eV

Going by the energies, 1 is most stable and the next is 19.4 kcal/mol up.

## 1
Formula: C5H13NO
Source: OMol25
Level of theory: ωB97M-V/def2-TZVPD

Last column: Löwdin charge in e.
CARTESIAN COORDINATES (ANGSTROEM)
C1 0.6459 1.6632 0.2975  -0.10
N1 0.4334 0.2444 0.0315  -0.23
C2 0.1699 -0.1718 -1.3647  -0.17
C3 -1.3107 -0.5365 -1.4429  -0.18
C4 -1.5111 -1.2003 -0.0863  -0.17
C5 -0.7666 -0.1645 0.7875  -0.21
H1 0.5730 1.8107 1.3469  0.07
H2 -0.0828 2.3056 -0.2071  0.09
H3 1.6516 1.9086 0.0618  0.07
H4 0.7018 -1.1003 -1.5670  0.11
H5 0.4575 0.6163 -2.0476  0.11
H6 -1.3831 -1.2810 -2.2468  0.11
H7 -2.0556 0.2025 -1.6574  0.10
H8 -2.5267 -1.3613 0.2655  0.11
H9 -0.9585 -2.1271 0.0510  0.11
H10 -1.4955 0.6655 0.8401  0.11
H11 -0.5501 -0.3996 1.8284  0.12
O1 2.7593 -0.1049 1.9986  -0.07
H12 1.9097 -0.2379 1.5452  0.00
H13 3.3385 -0.7317 1.5657  0.03

Properties
**Highest occupied orbital energy**: -8.8 eV
**Molecular weight**: 103.2 g mol⁻¹
**Total charge**: 0
**Kohn-Sham gap**: 9.74 eV

## 2
Formula: C5H13NO
Source: OMol25
Level of theory: ωB97M-V/def2-TZVPD

Last column: Löwdin charge in e.
CARTESIAN COORDINATES (ANGSTROEM)
C1 2.2320 0.4388 -0.0321  -0.11
C2 0.9750 -0.3897 0.3979  -0.19
C3 -0.2725 0.0381 -0.4845  -0.34
C4 -0.4850 1.5339 -0.4156  -0.21
O1 -0.1813 1.9396 0.9449  -0.09
N1 -1.4441 -0.6132 0.1021  -0.13
C5 -1.6167 -2.0473 -0.0391  -0.15
H1 2.2413 0.6717 -1.0973  0.06
H2 3.1297 -0.1638 0.1090  0.06
H3 2.1704 1.4408 0.4045  0.07
H4 0.7307 -0.0834 1.4234  0.10
H5 1.1445 -1.4845 0.2668  0.11
H6 -0.2400 -0.4549 -1.4777  0.15
H7 0.1908 2.0985 -1.0735  0.11
H8 -1.4788 1.8955 -0.7303  0.12
H9 -0.4917 2.8491 0.9908  0.09
H10 -1.5271 -0.3858 1.0975  0.11
H11 -2.5523 -2.2841 0.4809  0.08
H12 -1.7156 -2.2755 -1.1544  0.09
H13 -0.8095 -2.7236 0.2865  0.06

Properties
**Highest occupied orbital energy**: -8.3 eV
**Molecular weight**: 103.2 g mol⁻¹
**Total charge**: 0
**Kohn-Sham gap**: 9.17 eV

## 3
Formula: C5H13NO
Source: OMol25
Level of theory: ωB97M-V/def2-TZVPD

Last column: Löwdin charge in e.
CARTESIAN COORDINATES (ANGSTROEM)
C1 -1.4340 1.1443 -0.5578  -0.09
C2 -0.3755 0.5567 -1.5133  -0.53
C3 -0.6531 -0.8923 -1.8037  -0.09
N1 -0.2303 1.3088 -2.7655  0.03
H1 -1.5397 0.5771 0.3641  0.06
H2 -1.2821 2.2039 -0.3670  0.07
H3 -2.4269 1.0299 -1.0261  0.07
H4 0.5399 0.6739 -0.9225  0.12
H5 0.1079 -1.2948 -2.4775  0.08
H6 -0.6536 -1.5609 -0.9389  0.06
H7 -1.6240 -1.0624 -2.2807  0.08
H8 0.0580 2.2501 -2.5202  0.07
H9 -1.1526 1.3392 -3.1818  0.06
C4 1.5644 -1.5094 3.0703  -0.06
C5 0.6620 -0.8615 2.0758  -0.32
O1 0.7400 0.2911 1.7540  0.04
H10 2.1922 -2.2704 2.5960  0.08
H11 0.9698 -2.0199 3.8309  0.08
H12 2.2691 -0.8405 3.5507  0.08
H13 -0.1121 -1.5004 1.6189  0.11

Properties
**Highest occupied orbital energy**: -9.1 eV
**Molecular weight**: 103.2 g mol⁻¹
**Total charge**: 0
**Kohn-Sham gap**: 10.13 eV

## 4
Formula: C5H13NO
Source: OMol25
Level of theory: ωB97M-V/def2-TZVPD

Last column: Löwdin charge in e.
CARTESIAN COORDINATES (ANGSTROEM)
C1 -2.8588 -0.4568 0.2840  -0.16
C2 -1.4210 -0.4084 0.4726  -0.23
C3 -0.4247 -0.0250 -0.4784  -0.07
N1 0.9256 -0.6337 -0.7181  -0.06
C4 2.0196 0.2258 -1.0532  -0.35
C5 2.9391 -0.3847 -2.0176  -0.15
H1 -3.2102 -1.4915 0.0514  0.09
H2 -3.4873 -0.1476 1.1106  0.06
H3 -3.2506 0.2681 -0.5114  0.10
H4 -1.1225 -0.8929 1.4239  0.10
H5 -0.6238 0.6339 -1.3474  0.11
H6 1.1154 -1.4565 -0.1710  0.11
H7 2.6172 0.4030 -0.0673  0.14
H8 1.7643 1.2130 -1.5115  0.12
H9 3.9887 0.0974 -2.0207  0.11
H10 2.6220 -0.3532 -3.0802  0.08
H11 2.8999 -1.4515 -1.9529  0.05
O1 -1.0817 1.3473 3.0849  -0.09
H12 -1.3530 2.2798 2.8972  0.06
H13 -1.3108 0.8505 2.2816  -0.03

Properties
**Highest occupied orbital energy**: -8.0 eV
**Molecular weight**: 103.2 g mol⁻¹
**Total charge**: 0
**Kohn-Sham gap**: 9.06 eV

Going by the energies, 3 is most stable and the next is 1.8 kcal/mol up.

## 1
Formula: C5H11NOS
Source: OMol25
Level of theory: ωB97M-V/def2-TZVPD

Last column: Löwdin charge in e.
CARTESIAN COORDINATES (ANGSTROEM)
C1 3.0035 -0.8163 -0.0494  -0.18
N1 1.9192 -0.2405 -0.3952  -0.34
S1 1.6979 1.2503 0.4414  0.90
C2 0.1870 1.8087 -0.3371  -0.50
O1 -1.0445 1.4920 0.2956  -0.19
C3 -1.5601 0.1810 0.3255  -0.45
C4 -0.9052 -0.7411 1.3527  -0.06
C5 -1.4638 -0.4588 -1.0686  -0.06
H1 3.6960 -0.4706 0.6955  0.05
H2 3.3584 -1.7045 -0.6151  0.08
H3 0.2008 2.9076 -0.3526  0.09
H4 0.1839 1.3996 -1.3757  0.09
H5 -2.6025 0.3275 0.6116  0.14
H6 -0.9166 -0.3412 2.3461  0.07
H7 -1.4999 -1.6739 1.3214  0.09
H8 0.1045 -1.0143 1.0218  0.05
H9 -1.9862 0.1540 -1.8174  0.09
H10 -0.4212 -0.6129 -1.3794  0.06
H11 -1.9512 -1.4466 -1.0211  0.08

Properties
**Highest occupied orbital energy**: -8.9 eV
**Molecular weight**: 133.2 g mol⁻¹
**Total charge**: 0
**Kohn-Sham gap**: 9.71 eV

## 2
Formula: C5H11NOS
Source: OMol25
Level of theory: ωB97M-V/def2-TZVPD

Last column: Löwdin charge in e.
CARTESIAN COORDINATES (ANGSTROEM)
C1 -2.1859 -1.2717 0.0999  -0.37
C2 0.8642 1.2985 1.2243  0.00
C3 1.3467 0.5011 0.2852  -0.45
C4 1.6398 0.9889 -1.0997  -0.07
C5 1.6469 -0.9464 0.5344  -0.07
N1 -3.4778 -0.6910 -0.1892  -0.24
O1 -1.6993 1.1496 -0.8998  -0.53
S1 -2.3041 0.5188 0.2650  0.92
H1 -1.5709 -1.6430 -0.7114  0.08
H2 -2.1749 -1.8685 1.0018  0.07
H3 0.6567 2.3350 1.0316  0.06
H4 2.7159 1.0226 -1.2710  0.08
H5 1.2027 0.3195 -1.8377  0.08
H6 1.2279 1.9822 -1.2492  0.08
H7 1.0305 -1.5774 -0.1058  0.07
H8 2.6884 -1.1604 0.2984  0.08
H9 1.4609 -1.2154 1.5703  0.07
H10 -3.7323 -0.6810 -1.1685  0.07
H11 0.6647 0.9387 2.2213  0.06

Properties
**Highest occupied orbital energy**: -9.3 eV
**Molecular weight**: 133.2 g mol⁻¹
**Total charge**: 0
**Kohn-Sham gap**: 10.18 eV

Going by the energies, 1 is most stable and the next is 18.7 kcal/mol up.